# 1
{"formula": "C31H49NO3P2RhS", "method": "wB97M-V/def2-TZVPD", "species": ["Rh", "C", "C", "C", "C", "C", "C", "H", "H", "H", "C", "H", "H", "H", "C", "H", "H", "H", "C", "H", "H", "H", "C", "H", "H", "H", "C", "C", "C", "C", "C", "C", "C", "C", "H", "H", "H", "H", "H", "H", "H", "H", "H", "H", "H", "H", "P", "C", "H", "H", "H", "C", "H", "H", "H", "C", "H", "H", "H", "P", "C", "H", "H", "H", "C", "H", "H", "H", "C", "H", "H", "H", "O", "C", "N", "S", "O", "O", "C", "C", "C", "C", "C", "C", "H", "H", "H", "H"], "xyz": [[-0.8808, -0.8017, -0.9122], [1.2961, -1.2634, -1.4611], [0.4870, -0.8424, -2.5923], [1.2476, 1.0612, -1.5177], [1.7847, -0.0549, -0.8443], [0.4977, 0.6049, -2.6363], [1.8340, -2.6424, -1.2638], [1.0612, -3.3943, -1.4432], [2.1937, -2.7431, -0.2407], [2.6711, -2.8771, -1.9407], [2.8966, 0.0407, 0.1102], [3.2795, -0.9290, 0.4330], [2.6247, 0.6645, 0.9769], [3.7664, 0.5426, -0.3401], [1.6159, 2.4579, -1.2233], [2.6065, 2.6217, -1.6772], [1.7469, 2.6559, -0.1501], [0.9222, 3.1816, -1.6563], [-0.0837, 1.4244, -3.7418], [0.4705, 1.2915, -4.6918], [-0.0471, 2.4897, -3.4677], [-1.1307, 1.1372, -3.9197], [0.0683, -1.7453, -3.6981], [0.8505, -1.8777, -4.4655], [-0.8215, -1.3093, -4.1663], [-0.1774, -2.7316, -3.2919], [-2.7942, -1.6224, -0.1061], [-2.0722, -2.2646, -1.1033], [-2.7867, -2.9531, -2.2751], [-3.2192, -2.0058, -3.4029], [-2.9729, -0.5741, -3.0491], [-3.7018, 0.0593, -2.1158], [-4.8165, -0.5931, -1.3524], [-4.3103, -1.4832, -0.2065], [-3.6762, -3.4657, -1.9120], [-4.2731, -2.2187, -3.6526], [-2.1196, -3.7098, -2.6971], [-4.7601, -2.4682, -0.3545], [-2.3541, -1.3950, 0.8716], [-1.0105, -2.6151, -0.9837], [-4.6956, -1.1051, 0.7428], [-5.4802, 0.1791, -0.9324], [-3.8515, 1.1355, -2.1736], [-5.4787, -1.1915, -1.9992], [-2.6580, -2.2678, -4.3064], [-2.5624, -0.0209, -3.8873], [0.0755, -1.7205, 1.7629], [1.7592, -1.9542, 2.5108], [1.6446, -2.0586, 3.6033], [2.4004, -1.0773, 2.3104], [2.2167, -2.8501, 2.0643], [-0.9516, -1.1087, 3.1697], [-0.4988, -1.4662, 4.1103], [-1.9803, -1.4757, 3.0356], [-0.9311, 0.0019, 3.1729], [-0.4584, -3.4764, 1.5190], [-1.5036, -3.4861, 1.2043], [-0.3148, -4.0213, 2.4648], [0.1693, -3.9096, 0.7291], [-1.5247, 1.5878, 0.5481], [-1.9001, 2.5826, -0.9374], [-2.7943, 3.2004, -0.7686], [-2.0838, 1.8920, -1.7641], [-1.0388, 3.2092, -1.2039], [-3.1371, 1.2406, 1.3601], [-3.7528, 0.6860, 0.6566], [-3.6282, 2.1824, 1.6532], [-2.9719, 0.6164, 2.2478], [-0.7719, 2.8581, 1.7191], [-1.5124, 3.6676, 1.9096], [0.1526, 3.3016, 1.2967], [-0.4948, 2.3673, 2.6762], [2.4285, 3.8082, 1.5029], [2.5103, 3.1320, 2.5779], [2.3888, 1.7790, 2.6735], [2.2737, 1.2289, 4.2156], [0.9190, 0.8169, 4.5673], [3.3750, 0.3406, 4.5295], [2.5305, 2.8406, 4.9312], [2.5945, 3.1762, 6.2746], [2.7671, 4.5254, 6.6008], [2.8487, 5.4970, 5.5886], [2.7921, 5.1422, 4.2545], [2.6968, 3.7840, 3.9239], [2.5408, 2.3804, 7.0196], [2.7620, 4.8169, 7.6208], [2.8659, 6.5344, 5.8519], [2.7621, 5.8631, 3.4283]], "total_charge": 1, "s2": 6.03, "spin_multiplicity": 5, "de_lowest_kcal_mol": 0.00, "energy_ev": -72983.9938}

***

# 2
{"formula": "C31H50As2CoF3GeN3O2SSi3", "method": "wB97M-V/def2-TZVPD", "species": ["Co", "N", "C", "C", "C", "C", "C", "C", "N", "C", "C", "C", "S", "C", "N", "H", "H", "H", "H", "H", "H", "H", "C", "As", "C", "C", "C", "C", "C", "C", "C", "As", "C", "C", "H", "H", "H", "H", "H", "H", "H", "H", "H", "H", "H", "H", "H", "H", "H", "H", "F", "C", "F", "F", "C", "O", "O", "C", "Si", "C", "C", "Ge", "Si", "C", "C", "C", "Si", "C", "C", "C", "H", "H", "H", "H", "H", "H", "H", "H", "H", "H", "H", "H", "H", "H", "H", "H", "H", "H", "H", "H", "H", "H", "H", "H", "H", "H", "H"], "xyz": [[0.5333, 1.0184, 0.2868], [-1.9440, 2.7135, 3.1535], [-1.7501, 1.5856, 3.9151], [-2.1399, 1.2459, 5.2011], [-1.7750, -0.0083, 5.6455], [-1.0343, -0.8937, 4.8516], [-0.6330, -0.5590, 3.5757], [-1.0040, 0.7006, 3.1045], [-0.7819, 1.3050, 1.8929], [-1.3429, 2.5036, 1.9587], [-1.2931, 3.4061, 0.8395], [-1.6860, 4.7171, 0.7530], [-1.3202, 5.3512, -0.7915], [-0.6862, 3.8187, -1.2351], [-0.7315, 2.9165, -0.3081], [-2.4239, 3.5472, 3.4473], [-2.7050, 1.9306, 5.8141], [-2.0542, -0.3099, 6.6406], [-0.7671, -1.8567, 5.2580], [-0.0550, -1.2322, 2.9539], [-2.1343, 5.3336, 1.5053], [-0.2893, 3.6342, -2.2142], [4.1168, -0.6572, -1.7281], [2.4981, -1.1481, -0.7344], [2.1129, -2.8741, -1.6599], [3.3690, -1.8171, 0.8986], [4.1641, -2.9555, 0.8760], [4.7778, -3.4103, 2.0310], [4.5566, -2.7598, 3.2339], [3.7710, -1.6204, 3.2669], [3.2071, -1.1247, 2.0990], [2.4078, 0.6638, 2.0251], [2.3071, 1.3336, 3.8757], [4.0369, 1.6258, 1.5633], [4.7701, -1.5298, -1.8190], [4.6663, 0.1319, -1.2130], [3.8547, -0.3000, -2.7249], [2.8281, -3.0305, -2.4660], [1.1052, -2.8600, -2.0766], [2.1846, -3.6997, -0.9563], [4.3162, -3.4917, -0.0534], [5.4246, -4.2743, 1.9925], [5.0100, -3.1282, 4.1411], [3.6101, -1.0978, 4.2018], [3.2909, 1.2795, 4.3445], [1.5747, 0.8200, 4.4961], [2.0284, 2.3879, 3.8032], [4.8167, 1.3728, 2.2857], [3.8469, 2.6979, 1.5957], [4.3814, 1.3775, 0.5622], [2.3091, 3.9658, -3.1456], [2.9938, 2.9635, -2.5653], [3.5129, 2.2144, -3.5447], [3.9995, 3.4951, -1.8747], [2.0201, 2.1446, -1.6574], [1.2905, 1.3132, -2.2163], [2.0264, 2.4217, -0.4525], [-0.7498, 1.6072, -4.5903], [-0.7063, -0.1776, -3.9104], [-2.2330, -1.1548, -4.5376], [0.9127, -1.0712, -4.3960], [-0.9619, -0.1138, -1.2234], [-3.6550, 0.6667, -1.1439], [-4.0201, 1.2288, 0.6546], [-4.8509, -0.7054, -1.7320], [-3.7867, 2.1180, -2.3800], [-1.6961, -2.5619, -0.0760], [-0.1652, -3.2935, 0.8271], [-3.0109, -2.1640, 1.2611], [-2.3000, -3.7008, -1.4917], [-0.9399, 1.5803, -5.6609], [0.2097, 2.0908, -4.4415], [-1.5168, 2.2282, -4.1413], [-2.0885, -1.3789, -5.5895], [-3.1406, -0.5677, -4.4594], [-2.3882, -2.0974, -4.0259], [1.2517, -0.6965, -5.3597], [0.7995, -2.1484, -4.4929], [1.6973, -0.8625, -3.6715], [-3.3094, 0.8307, 1.3685], [-5.0089, 0.9024, 0.9641], [-3.9945, 2.3129, 0.7220], [-5.0264, -1.4912, -1.0041], [-4.5077, -1.1684, -2.6506], [-5.8121, -0.2423, -1.9432], [-2.9993, 2.8549, -2.2599], [-4.7365, 2.6334, -2.2575], [-3.7560, 1.7537, -3.4019], [0.6651, -2.5847, 0.8767], [0.1851, -4.1969, 0.3316], [-0.4178, -3.5673, 1.8500], [-2.6038, -1.5200, 2.0372], [-3.3175, -3.0897, 1.7424], [-3.9060, -1.6957, 0.8701], [-1.5283, -3.8889, -2.2323], [-3.1674, -3.3034, -2.0058], [-2.5886, -4.6630, -1.0787]], "total_charge": 2, "s2": 8.77, "spin_multiplicity": 6, "de_lowest_kcal_mol": 34.21, "energy_ev": -299952.9309}